Computed, not measured: a 4-piece molecular cluster, C17H33O6P overall in a non-equilibrium geometry, with ωB97M-V/def2-TZVPD.

* total energy: -1460.2976 Eh
* orbital gap: 9.0 eV
* structure (SMILES): Cc1ccccc1C[C@H](OC=O)P(C)O.CCO.CCO.CCO
* LUMO: 0.51 eV

```
! RIJCOSX wB97M-V def2-TZVPD def2/J DEFGRID3
* xyz 0 1
C 2.184 -2.557 2.902
C 2.519 -1.644 1.733
C 3.844 -1.416 1.449
C 4.249 -0.614 0.395
C 3.267 -0.058 -0.379
C 1.926 -0.251 -0.105
C 1.526 -1.035 0.953
C 0.073 -1.298 1.340
C -0.985 -0.516 0.534
O -1.199 0.761 1.179
C -2.131 0.743 2.186
O -1.769 0.770 3.343
P -2.590 -1.500 0.375
C -2.263 -2.596 -1.079
O -2.791 -2.405 1.751
H 1.166 -2.423 3.278
H 2.275 -3.606 2.588
H 2.855 -2.385 3.749
H 4.611 -1.882 2.066
H 5.301 -0.441 0.197
H 3.514 0.560 -1.242
H 1.192 0.225 -0.749
H -0.033 -0.973 2.385
H -0.116 -2.382 1.363
H -0.646 -0.337 -0.490
H -3.219 0.764 2.004
H -3.185 -3.131 -1.313
H -1.997 -1.934 -1.911
H -1.411 -3.267 -0.895
H -2.239 -3.201 1.772
C 5.785 -0.341 -3.796
C 7.066 -0.491 -2.996
O 6.785 -0.864 -1.649
H 5.138 0.410 -3.341
H 5.998 -0.045 -4.825
H 5.227 -1.280 -3.811
H 7.610 0.453 -2.965
H 7.715 -1.249 -3.446
H 6.313 -1.703 -1.671
C -5.906 0.184 -2.664
C -4.535 0.387 -2.049
O -3.519 -0.165 -2.890
H -6.100 -0.879 -2.819
H -6.688 0.594 -2.023
H -5.968 0.667 -3.643
H -4.469 -0.114 -1.084
H -4.329 1.453 -1.899
H -3.567 0.283 -3.739
C -2.727 4.275 1.588
C -3.014 5.075 2.845
O -3.806 4.320 3.757
H -3.659 3.984 1.100
H -2.127 4.853 0.882
H -2.191 3.357 1.833
H -3.567 5.981 2.604
H -2.080 5.362 3.340
H -3.314 3.522 3.981
*
```